{
  "formula": "C3H6OS2",
  "method": "the ωB97M-V functional and the def2-TZVPD basis",
  "multiplicity": 1,
  "orbital_gap_ha": 0.3543,
  "energy_ha": -989.46258,
  "charge": 0,
  "smiles": "OC1[C@@H](S)[C@@H]1S",
  "de_lowest_kj_mol": 173.14,
  "lumo_ev": 0.552,
  "elements": ["O", "C", "C", "S", "C", "S", "H", "H", "H", "H", "H", "H"],
  "positions_angstrom": [[-0.70505, 1.86426, -0.39298], [0.05257, 0.92444, 0.26170], [0.79226, -0.03355, -0.61323], [2.45863, -0.56113, -0.10585], [-0.27303, -0.53842, 0.29330], [-1.86418, -1.17215, -0.27421], [-1.67797, 1.81086, -0.00675], [0.60766, 1.35193, 1.10250], [0.59570, -0.02668, -1.70610], [2.35549, -1.76441, -0.62568], [0.11711, -1.06965, 1.17981], [-2.45919, -0.78549, 0.88748]]
}